{"formula": "C4H11N3", "method": "ωB97M-V/def2-TZVPD", "elements": ["N", "C", "C", "N", "C", "C", "N", "H", "H", "H", "H", "H", "H", "H", "H", "H", "H", "H"], "coordinates": [[0.997, 1.196, -1.914], [0.804, 0.977, -0.634], [0.881, -0.336, -0.142], [2.133, -1.086, 0.189], [-0.352, -1.014, 0.244], [-1.688, -0.278, 0.632], [-1.838, 0.884, 1.380], [0.211, 0.839, -2.407], [1.838, 0.553, -2.073], [0.026, 1.563, -0.068], [2.840, -0.391, 0.107], [2.194, -1.384, 1.142], [-0.041, -1.628, 1.006], [-0.726, -1.686, -0.653], [-2.304, -0.985, 1.239], [-1.952, 0.010, -0.408], [-2.175, 1.593, 0.766], [-0.848, 1.172, 1.593]], "lowdin_charge": [-0.007, -0.260, -0.285, 0.064, -0.169, -0.322, -0.033, 0.071, 0.127, 0.089, 0.057, 0.066, 0.059, 0.170, 0.118, 0.110, 0.059, 0.086], "homo_lumo_gap_ev": 7.20, "total_charge": 0, "de_lowest_kj_mol": 588.8, "spin_multiplicity": 1, "e_homo_ev": -6.88}

{"formula": "C5H10N2", "method": "ωB97M-V/def2-TZVPD", "elements": ["C", "C", "C", "C", "C", "H", "H", "H", "H", "H", "H", "H", "H", "H", "H", "N", "N"], "coordinates": [[0.152, 0.328, -1.048], [-0.109, 1.147, 0.251], [0.530, 0.272, 1.366], [-0.689, -0.689, -0.309], [-1.556, 0.507, 0.203], [1.413, -1.141, -0.633], [1.752, -0.356, -2.276], [-0.256, 0.810, -1.911], [-0.188, 2.223, 0.339], [1.691, 0.300, 1.241], [0.074, 0.317, 2.368], [-0.683, -1.438, 1.403], [-1.150, -1.374, -0.944], [-2.214, 0.890, -0.622], [-2.110, 0.167, 1.143], [1.530, -0.215, -1.205], [0.141, -1.184, 0.792]], "lowdin_charge": [-0.324, -0.227, -0.104, -0.385, -0.088, 0.086, 0.110, 0.133, 0.120, 0.128, 0.106, 0.110, 0.117, 0.118, 0.123, 0.004, -0.026], "homo_lumo_gap_ev": 9.91, "total_charge": 0, "de_lowest_kj_mol": 262.9, "spin_multiplicity": 1, "e_homo_ev": -8.89}

{"formula": "C5H8O2", "method": "ωB97M-V/def2-TZVPD", "elements": ["O", "C", "C", "C", "O", "C", "C", "H", "H", "H", "H", "H", "H", "H", "H"], "coordinates": [[1.960, -0.009, -0.241], [0.789, 0.382, 0.459], [0.042, 1.391, -0.430], [-1.000, 0.700, -1.258], [-1.189, -0.351, 1.509], [-0.844, -0.727, -0.854], [-0.228, -0.761, 0.546], [2.521, -0.516, 0.358], [1.027, 0.767, 1.459], [-0.459, 2.176, 0.152], [0.721, 1.920, -1.110], [-2.034, -0.761, 1.285], [-1.708, -1.381, -1.021], [-0.074, -1.031, -1.593], [0.224, -1.724, 0.828]], "lowdin_charge": [-0.025, -0.345, -0.180, 0.104, -0.020, -0.190, -0.348, 0.099, 0.152, 0.127, 0.124, 0.099, 0.110, 0.145, 0.148], "homo_lumo_gap_ev": 8.73, "total_charge": 0, "de_lowest_kj_mol": 372.8, "spin_multiplicity": 1, "e_homo_ev": -8.48}

{"formula": "C36H62FNO11S6", "method": "ωB97M-V/def2-TZVPD", "elements": ["C", "C", "C", "C", "N", "C", "C", "C", "C", "C", "C", "F", "C", "O", "C", "C", "O", "C", "C", "C", "O", "C", "S", "S", "C", "C", "C", "H", "H", "H", "H", "H", "H", "H", "H", "H", "H", "H", "H", "H", "H", "H", "H", "H", "H", "H", "H", "H", "H", "H", "H", "H", "H", "H", "H", "H", "H", "O", "S", "O", "C", "C", "C", "C", "H", "H", "H", "H", "H", "H", "H", "H", "O", "S", "O", "C", "C", "C", "C", "H", "H", "H", "H", "H", "H", "H", "H", "O", "S", "O", "C", "C", "C", "C", "H", "H", "H", "H", "H", "H", "H", "H", "O", "S", "O", "C", "C", "C", "C", "H", "H", "H", "H", "H", "H", "H", "H"], "coordinates": [[0.659, 3.040, -2.415], [1.579, 2.407, -1.358], [2.089, 0.990, -1.696], [1.614, -0.084, -0.707], [0.713, -1.116, -1.238], [1.315, -1.974, -2.263], [0.879, -3.434, -2.091], [1.795, -4.267, -1.181], [2.220, -3.495, 0.079], [2.772, -4.363, 1.169], [3.936, -5.014, 1.059], [4.684, -4.916, -0.038], [4.509, -5.857, 2.142], [5.645, -6.286, 2.085], [3.623, -6.122, 3.279], [2.445, -5.494, 3.449], [1.647, -5.840, 4.474], [0.977, -4.812, 5.233], [-0.518, -4.726, 4.933], [2.004, -4.461, 2.446], [1.066, -3.721, 2.655], [-0.573, -0.646, -1.523], [-1.136, -0.186, -2.973], [-1.628, -0.583, -0.078], [-1.870, 1.216, 0.122], [-3.007, 1.814, -0.702], [-4.381, 1.225, -0.363], [-0.350, 3.196, -2.033], [0.580, 2.415, -3.307], [1.032, 4.012, -2.744], [2.452, 3.053, -1.253], [1.093, 2.412, -0.382], [1.854, 0.737, -2.731], [3.176, 1.011, -1.628], [1.090, 0.406, 0.117], [2.456, -0.604, -0.249], [1.108, -1.638, -3.280], [2.400, -1.903, -2.142], [0.876, -3.890, -3.085], [-0.151, -3.470, -1.729], [2.653, -4.623, -1.751], [1.229, -5.150, -0.866], [1.373, -2.912, 0.436], [2.997, -2.774, -0.194], [3.965, -6.863, 3.992], [1.465, -3.855, 5.061], [1.126, -5.078, 6.279], [-0.789, -3.758, 4.518], [-1.118, -4.939, 5.817], [-0.767, -5.476, 4.179], [-2.079, 1.352, 1.183], [-0.929, 1.723, -0.092], [-2.792, 1.732, -1.767], [-3.024, 2.880, -0.454], [-5.048, 1.296, -1.223], [-4.301, 0.167, -0.106], [-4.828, 1.747, 0.484], [-0.063, 6.207, 1.549], [-1.051, 5.505, 0.771], [-0.757, 4.214, 0.203], [-2.574, 5.426, 1.710], [-3.317, 6.700, 1.323], [-3.147, 6.841, -0.196], [-1.666, 6.602, -0.516], [-2.329, 5.351, 2.767], [-3.112, 4.535, 1.386], [-4.365, 6.649, 1.611], [-2.870, 7.558, 1.830], [-3.760, 6.092, -0.702], [-3.468, 7.819, -0.550], [-1.512, 6.119, -1.478], [-1.082, 7.518, -0.463], [-1.491, 1.700, 3.783], [-2.886, 1.439, 4.026], [-3.895, 2.035, 3.185], [-3.132, -0.331, 4.115], [-2.912, -0.664, 5.587], [-3.635, 0.434, 6.381], [-3.248, 1.781, 5.755], [-2.432, -0.816, 3.437], [-4.157, -0.533, 3.806], [-3.290, -1.656, 5.830], [-1.844, -0.646, 5.815], [-4.714, 0.288, 6.304], [-3.375, 0.408, 7.438], [-4.048, 2.516, 5.798], [-2.343, 2.192, 6.197], [5.881, 1.716, -0.931], [5.450, 1.078, 0.286], [4.249, 1.502, 0.956], [5.390, -0.694, 0.011], [6.792, -1.178, 0.366], [7.180, -0.430, 1.649], [6.826, 1.049, 1.445], [5.105, -0.880, -1.023], [4.642, -1.103, 0.690], [6.817, -2.259, 0.500], [7.485, -0.924, -0.438], [6.613, -0.833, 2.491], [8.238, -0.549, 1.880], [6.509, 1.540, 2.361], [7.641, 1.607, 0.989], [-4.958, 0.390, -5.752], [-3.873, 0.721, -6.640], [-3.259, 2.023, -6.600], [-2.617, -0.550, -6.521], [-3.032, -1.585, -7.562], [-3.458, -0.789, -8.803], [-4.377, 0.342, -8.327], [-2.587, -0.935, -5.505], [-1.662, -0.091, -6.775], [-2.218, -2.274, -7.782], [-3.875, -2.170, -7.187], [-2.574, -0.368, -9.285], [-3.961, -1.419, -9.535], [-4.280, 1.246, -8.923], [-5.420, 0.033, -8.289]], "lowdin_charge": [-0.105, -0.226, -0.165, -0.173, -0.216, -0.215, -0.166, -0.167, -0.129, -0.054, -0.148, 0.120, -0.323, 0.124, 0.093, -0.190, -0.024, -0.208, -0.064, -0.228, 0.135, -1.058, 0.760, 0.877, -0.461, -0.311, -0.106, 0.041, 0.049, 0.068, 0.105, 0.081, 0.100, 0.079, 0.112, 0.087, 0.083, 0.121, 0.110, 0.114, 0.112, 0.119, 0.116, 0.099, 0.138, 0.118, 0.119, 0.062, 0.070, 0.084, 0.046, 0.044, 0.063, 0.084, 0.071, 0.046, 0.060, -0.312, 0.670, -0.318, -0.223, -0.217, -0.211, -0.212, 0.109, 0.096, 0.115, 0.118, 0.116, 0.112, 0.102, 0.104, -0.311, 0.643, -0.330, -0.224, -0.221, -0.212, -0.216, 0.103, 0.112, 0.114, 0.119, 0.117, 0.113, 0.101, 0.105, -0.316, 0.652, -0.312, -0.243, -0.213, -0.210, -0.216, 0.106, 0.096, 0.113, 0.121, 0.116, 0.113, 0.102, 0.104, -0.319, 0.653, -0.325, -0.241, -0.221, -0.217, -0.221, 0.069, 0.110, 0.114, 0.119, 0.116, 0.111, 0.100, 0.102], "homo_lumo_gap_ev": 6.35, "total_charge": 0, "spin_multiplicity": 1, "e_homo_ev": -7.84}

{"formula": "C2H11NO4", "method": "ωB97M-V/def2-TZVPD", "elements": ["C", "N", "C", "O", "H", "H", "H", "H", "H", "O", "H", "H", "O", "H", "H", "O", "H", "H"], "coordinates": [[1.484, -0.839, -1.302], [0.571, -1.352, -0.299], [0.960, -1.481, 0.966], [0.300, -2.093, 1.852], [1.791, 0.134, -1.012], [2.379, -1.330, -1.554], [0.841, -1.111, -2.205], [-0.487, -1.326, -0.383], [2.084, -1.239, 1.060], [-2.047, 1.231, -1.173], [-2.171, 0.972, -0.217], [-2.723, 0.838, -1.809], [-1.758, -0.115, 1.478], [-1.062, -0.813, 1.597], [-1.832, 0.279, 2.361], [0.688, 2.606, 0.562], [-0.044, 2.259, 0.012], [1.024, 3.382, 0.066]], "lowdin_charge": [-0.077, -0.034, -0.352, -0.042, 0.068, 0.060, 0.122, 0.167, 0.162, -0.124, 0.016, 0.071, -0.082, 0.004, 0.062, -0.086, 0.016, 0.048], "homo_lumo_gap_ev": 10.72, "total_charge": 0, "de_lowest_kj_mol": 182.6, "spin_multiplicity": 1, "e_homo_ev": -10.10}